*1*
A single C3H7NO3 molecule, computed with ωB97M-V/def2-TZVPD.

SMILES string: N[C@@H](CO)C(=O)O
E_LUMO, eV: 0.62
Highest occupied orbital energy, eV: -9.23

ORCA input file:
```
! wB97M-V def2-TZVPD RIJCOSX def2/J DEFGRID3
* xyz 0 1
N -1.01 1.20 0.88
C -0.51 0.00 0.20
C -0.52 0.35 -1.40
O -1.40 -0.39 -2.11
C 0.83 -0.51 0.74
O 1.39 -1.51 0.38
O 1.46 0.49 1.38
H -1.04 2.07 0.37
H -0.51 1.38 1.73
H -1.37 -0.69 0.34
H 0.47 0.10 -1.78
H -0.59 1.44 -1.36
H -2.36 -0.33 -1.97
H 2.16 0.27 1.99
*
```

Here are the Löwdin charges for atoms 1 to 5, given in e: 0.011 -0.231 -0.216 -0.035 -0.479

*2*
A single C3H7NO3 molecule, computed with ωB97M-V/def2-TZVPD.

SMILES string: N[C@H](CO)C(=O)O
E_LUMO, eV: 0.65
Highest occupied orbital energy, eV: -9.99

ORCA input file:
```
! wB97M-V def2-TZVPD RIJCOSX def2/J DEFGRID3
* xyz 0 1
N 1.35 0.57 -0.82
C 0.03 0.24 -0.30
C 0.11 0.12 1.24
O -0.66 1.12 1.94
C -0.39 -1.14 -0.80
O 0.37 -2.03 -1.03
O -1.72 -1.24 -0.99
H 1.69 1.37 -0.37
H 1.26 0.80 -1.81
H -0.76 0.94 -0.59
H -0.29 -0.83 1.60
H 1.14 0.21 1.60
H -0.19 1.94 1.75
H -1.94 -2.06 -1.43
*
```

Here are the Löwdin charges for atoms 1 to 5, given in e: 0.064 -0.286 -0.172 -0.067 -0.519

*3*
2 unconnected molecules or ions with the total composition C3H7NO3, computed with ωB97M-V/def2-TZVPD.

E_LUMO (spin up / spin down), eV: 0.25 / 0.24
Highest occupied orbital energy (spin up / spin down), eV: -5.87 / -5.86

ORCA input file:
```
! wB97M-V def2-TZVPD RIJCOSX def2/J DEFGRID3
* xyz 0 1
C -1.41 0.66 -1.11
C 0.87 0.38 0.89
C 0.07 -0.91 0.87
N -0.48 1.24 -1.73
O 1.67 0.38 -0.23
O 0.44 -1.95 0.13
O -0.95 -1.11 1.70
H -2.57 0.82 -1.24
H 0.23 1.22 0.94
H 1.58 0.41 1.69
H -0.47 1.84 -2.51
H 1.06 0.59 -1.06
H 1.31 -1.58 -0.22
H -1.38 -1.97 1.87
*
```

Here are the Löwdin charges for atoms 1 to 5, given in e: -0.171 -0.231 -0.319 -0.106 -0.112

*4*
A single C3H7NO3 molecule, computed with ωB97M-V/def2-TZVPD.

SMILES string: COCO/C=N\O
E_LUMO, eV: 0.73
Highest occupied orbital energy, eV: -9.46

ORCA input file:
```
! wB97M-V def2-TZVPD RIJCOSX def2/J DEFGRID3
* xyz 0 1
C -0.21 -0.69 -2.30
O -0.51 -0.27 -0.98
C 0.51 -0.56 -0.09
O 0.13 -0.12 1.19
C 0.09 1.23 1.34
N -0.40 1.78 2.39
O -0.90 0.87 3.32
H 0.63 -0.13 -2.69
H 0.01 -1.77 -2.33
H -1.09 -0.48 -2.92
H 0.66 -1.65 0.03
H 1.46 -0.08 -0.40
H 0.46 1.87 0.54
H -0.84 -0.01 2.92
*
```

Here are the Löwdin charges for atoms 1 to 5, given in e: -0.092 -0.138 -0.268 -0.043 -0.217

Which structure wins on stability? *2* wins.

*1*
2 unconnected molecules or ions with the total composition C3H7NO3, computed with ωB97M-V/def2-TZVPD.

E_LUMO, eV: 0.06
Highest occupied orbital energy, eV: -7.89

ORCA input file:
```
! wB97M-V def2-TZVPD RIJCOSX def2/J DEFGRID3
* xyz 0 1
C -1.30 -0.17 -0.20
C 1.18 -0.78 -0.12
C 0.63 0.62 -0.27
O -2.03 0.73 -0.90
O -1.65 -0.19 1.13
N 2.30 0.16 -0.10
O 2.78 0.67 0.95
H -2.06 1.57 -0.41
H -1.66 -1.08 1.49
H -1.34 -1.13 -0.71
H 1.16 -1.39 -1.03
H 1.01 -1.28 0.82
H 0.42 1.22 0.61
H 0.57 1.06 -1.26
*
```

Here are the Löwdin charges for atoms 1 to 5, given in e: -0.351 -0.163 -0.069 0.023 0.027

*2*
A molecular structure, C3H7NO3, computed with ωB97M-V/def2-TZVPD.

E_LUMO (spin up / spin down), eV: -1.46 / -1.40
Highest occupied orbital energy (spin up / spin down), eV: -9.40 / -9.42

ORCA input file:
```
! wB97M-V def2-TZVPD RIJCOSX def2/J DEFGRID3
* xyz 0 1
C -1.95 -0.47 0.32
N -0.62 -0.27 0.88
O -0.09 -1.30 1.40
H -2.55 -1.11 0.97
H -1.82 -1.00 -0.63
H -2.41 0.51 0.19
C 1.65 0.90 0.34
C 0.73 0.02 -0.46
O 0.60 0.62 -1.69
O 0.76 -1.31 -0.64
H 0.16 0.01 -2.30
H 1.75 0.49 1.34
H 2.60 1.01 -0.17
H 1.22 1.90 0.45
*
```

Here are the Löwdin charges for atoms 1 to 5, given in e: -0.046 -0.099 0.028 0.091 0.099

*3*
A single C3H7NO3 molecule, computed with ωB97M-V/def2-TZVPD.

SMILES string: O=C(O)NCCO
E_LUMO, eV: 0.64
Highest occupied orbital energy, eV: -10.02

ORCA input file:
```
! wB97M-V def2-TZVPD RIJCOSX def2/J DEFGRID3
* xyz 0 1
O -0.83 -0.09 -2.47
C -0.83 -0.25 -1.24
O -1.87 0.36 -0.43
N 0.05 -1.04 -0.46
C 0.32 -0.63 0.89
C 1.25 0.57 0.99
O 1.62 0.89 2.34
H -2.52 0.60 -1.16
H 0.86 -1.27 -1.08
H -0.58 -0.31 1.38
H 0.86 -1.50 1.34
H 0.73 1.40 0.55
H 2.09 0.43 0.40
H 2.47 0.44 2.54
*
```

Here are the Löwdin charges for atoms 1 to 5, given in e: 0.051 -0.480 0.020 0.056 -0.199

*4*
A molecular structure, C3H7NO3, computed with ωB97M-V/def2-TZVPD.

E_LUMO, eV: -1.18
Highest occupied orbital energy, eV: -9.14

ORCA input file:
```
! wB97M-V def2-TZVPD RIJCOSX def2/J DEFGRID3
* xyz 0 1
C 0.07 1.18 1.19
C -0.57 0.52 0.01
C -1.80 0.75 -0.43
H 0.24 0.00 -0.70
H -0.53 2.00 1.58
H 0.24 0.44 1.98
H 1.06 1.57 0.91
H -2.24 0.13 -1.21
H -2.41 1.56 -0.05
O 1.24 -1.21 -1.18
O 2.43 -0.87 -0.43
N 0.05 -1.95 -0.17
O -0.76 -2.50 -0.82
H 2.99 -1.62 -0.69
*
```

Here are the Löwdin charges for atoms 1 to 5, given in e: -0.114 -0.290 -0.010 0.086 0.070

Which structure wins on stability? *3* wins.

*1*
A single C3H7NO3 molecule, computed with ωB97M-V/def2-TZVPD.

SMILES string: COC(=O)N(C)O
E_LUMO, eV: 0.81
Highest occupied orbital energy, eV: -8.88

ORCA input file:
```
! wB97M-V def2-TZVPD RIJCOSX def2/J DEFGRID3
* xyz 0 1
C 1.32 -0.72 1.71
O 0.61 -0.88 0.48
C 0.61 0.28 -0.06
O 1.25 1.30 0.26
N -0.37 0.43 -1.02
C -1.52 -0.42 -1.17
O -0.67 1.68 -1.47
H 0.85 0.17 2.26
H 1.33 -1.59 2.56
H 2.23 -0.52 1.38
H -1.26 -1.50 -1.20
H -1.78 -0.35 -2.26
H -2.41 -0.14 -0.55
H -0.20 2.28 -0.92
*
```

Here are the Löwdin charges for atoms 1 to 5, given in e: -0.034 0.023 -0.571 0.053 -0.164

*2*
A single C3H7NO3 molecule, computed with ωB97M-V/def2-TZVPD.

SMILES string: N[C@@H](CO)C(=O)O
E_LUMO, eV: 0.17
Highest occupied orbital energy, eV: -9.61

ORCA input file:
```
! wB97M-V def2-TZVPD RIJCOSX def2/J DEFGRID3
* xyz 0 1
N -0.47 1.74 -0.19
C -0.10 0.55 0.63
C -1.17 -0.50 0.42
O -0.88 -0.68 -0.88
C 1.24 -0.01 0.00
O 2.14 0.88 -0.33
O 1.57 -1.41 0.06
H 0.47 2.16 -0.74
H -0.85 1.00 -1.05
H 0.04 0.96 1.74
H -1.08 -1.50 0.98
H -2.14 -0.22 0.62
H -1.37 -1.62 -1.32
H 2.62 -1.35 0.08
*
```

Here are the Löwdin charges for atoms 1 to 5, given in e: -0.023 -0.327 -0.293 -0.168 -0.330

Which structure wins on stability? *1* wins.

*1*
A gas-phase ion, C5H10IN2 (charge +1), computed with ωB97M-V/def2-TZVPD.

SMILES string: C#[N+][C@@H](I)NCCC
E_LUMO, eV: -5.83
Highest occupied orbital energy, eV: -13.09

ORCA input file:
```
! wB97M-V def2-TZVPD RIJCOSX def2/J DEFGRID3
* xyz 1 1
C 3.15 -2.69 -0.23
N 2.43 -1.84 0.15
C 1.50 -0.93 0.44
I 3.11 0.92 -0.06
N 0.36 -0.89 -0.28
C -0.91 -0.23 0.12
C -1.00 1.22 -0.17
C -2.34 1.78 -0.05
H 3.96 -3.28 -0.35
H 1.55 -0.77 1.59
H 0.27 -1.24 -1.16
H -1.30 -0.47 1.06
H -1.75 -0.65 -0.52
H -0.35 1.90 0.44
H -0.52 1.25 -1.24
H -3.08 1.81 -0.85
H -2.76 1.29 0.78
H -2.31 2.81 0.32
*
```

Here are the Löwdin charges for atoms 1 to 5, given in e: 0.354 0.023 -0.523 0.542 0.034

*2*
A molecular structure, C5H10IN2, computed with ωB97M-V/def2-TZVPD.

E_LUMO, eV: -5.53
Highest occupied orbital energy, eV: -13.17

ORCA input file:
```
! wB97M-V def2-TZVPD RIJCOSX def2/J DEFGRID3
* xyz 1 1
C 2.64 -2.86 0.10
C -2.31 1.71 0.41
C -1.30 0.56 0.32
C -0.38 0.52 -0.87
C 1.53 -0.64 0.14
N 2.12 -1.83 0.30
N 0.61 -0.58 -0.86
I 3.19 0.78 0.14
H 2.97 -3.88 0.04
H -1.73 2.64 0.62
H -3.02 1.72 -0.37
H -2.96 1.54 1.21
H -1.83 -0.45 0.36
H -0.73 0.52 1.30
H -0.74 0.22 -1.84
H 0.17 1.47 -1.04
H 0.80 -0.33 1.68
H 0.98 -1.11 -1.65
*
```

Here are the Löwdin charges for atoms 1 to 5, given in e: 0.342 -0.079 -0.257 -0.203 -0.862

Which structure wins on stability? *1* wins.